C25H28F5O3Sr as an isolated structure. Source: the OMol25 dataset; level of theory: ωB97M-V/def2-TZVPD.

Element x y z (Å)
O -0.0143 0.0107 -0.8562
C 0.5140 1.3579 -0.6712
C 0.6820 1.5296 -2.1745
H 1.4247 1.3296 -0.0816
H -0.2077 1.9987 -0.1754
C 0.3000 0.0477 -2.3116
H 1.6808 1.7842 -2.5171
H -0.0392 2.2050 -2.6268
C 1.4743 -0.8518 -2.6125
H 2.2432 -0.7500 -1.8501
H 1.9092 -0.5773 -3.5734
H 1.1797 -1.8960 -2.6634
C -0.9067 -0.2610 -3.1546
H -1.6949 0.4714 -3.0071
H -1.3067 -1.2433 -2.9151
H -0.6286 -0.2548 -4.2081
Sr -1.2703 -1.1336 0.5860
C -3.6102 -1.2864 0.8109
C -3.1427 -0.4167 1.8166
C -2.6645 0.7504 1.1797
H -3.1397 -0.6018 2.8768
C -2.8200 0.5883 -0.2027
C -3.3820 -0.6802 -0.4453
H -3.6157 -1.1025 -1.4080
H -4.0594 -2.2491 0.9747
H -2.1999 1.5831 1.6743
H -2.5087 1.2933 -0.9537
C -1.4122 -3.3606 1.4902
C -1.7232 -3.4257 0.1115
C -0.5824 -3.0460 -0.6143
H -2.6702 -3.7069 -0.3146
C 0.4391 -2.7466 0.3203
C -0.0750 -2.9595 1.6123
H 0.4418 -2.7567 2.5318
H -2.0884 -3.5592 2.3045
H -0.5034 -3.0212 -1.6866
H 1.4203 -2.3684 0.0965
O 3.8613 3.5441 -2.5854
C 3.6766 3.5616 -4.0056
C 4.7366 4.4972 -4.5648
H 2.6696 3.9267 -4.2368
H 3.7608 2.5418 -4.3824
C 4.8953 5.4980 -3.4269
H 4.4390 4.9549 -5.5063
H 5.6710 3.9601 -4.7303
C 4.7491 4.6023 -2.2068
H 4.0932 6.2361 -3.4569
H 5.8444 6.0299 -3.4464
H 4.3305 5.1185 -1.3421
H 5.7157 4.1780 -1.9131
F -3.1042 -3.5660 8.0299
C -2.6393 -3.0133 6.8824
C -3.3910 -3.1007 5.7170
F -4.5908 -3.7367 5.7380
C -2.9219 -2.5373 4.5268
F -3.7396 -2.6711 3.4562
C -1.6598 -1.8627 4.4855
O -1.1038 -1.2886 3.3632
C -0.9253 -1.7823 5.6807
F 0.2773 -1.1560 5.6920
C -1.4083 -2.3549 6.8646
F -0.6794 -2.2744 8.0052

Computed properties:
E_tot: -1725.0534 Ha
gap between HOMO and LUMO: 6.031 eV
total charge: -1

Mulliken population analysis, charges in e, atoms 1 to 2: -0.616 -0.750

=====

C37H57B2ClF4HgN9S3Se as an isolated structure. Source: the OMol25 dataset; level of theory: ωB97M-V/def2-TZVPD.

Element x y z (Å)
Hg -2.1795 -0.7407 0.4351
C -2.6554 -1.3593 -5.2490
C -1.2133 -1.1975 -5.7355
C -0.9083 0.2623 -6.0811
C -1.0348 -2.0477 -6.9924
N -0.2679 -1.6636 -4.6940
C 0.6718 -2.6737 -4.8809
C 1.2851 -2.8745 -3.7047
N 0.7576 -1.9972 -2.7790
B 1.0135 -2.1484 -1.2584
N 2.4894 -1.7484 -0.9396
C 3.2278 -0.9219 -1.7681
C 4.1927 -0.3356 -1.0487
N 4.0832 -0.7893 0.2624
C 3.0085 -1.6579 0.3299
S 2.4770 -2.5202 1.6672
C 4.7610 -0.1393 1.4163
C 3.7279 0.6296 2.2392
C 5.8037 0.8476 0.8921
C 5.4821 -1.1819 2.2730
N 0.7430 -3.6369 -0.8941
C 1.6900 -4.6014 -0.6474
C 1.0821 -5.6526 -0.0709
N -0.2671 -5.3424 0.0431
C -0.4621 -4.0959 -0.4853
S -1.9458 -3.3270 -0.8166
C -1.2572 -6.1373 0.8180
C -0.5689 -7.3765 1.3872
C -1.7788 -5.2866 1.9800
C -2.3930 -6.5921 -0.1013
C -0.1988 -1.2384 -3.3808
S -1.0507 0.0335 -2.6791
H -3.3420 -1.0633 -6.0459
H -2.8388 -0.7418 -4.3731
H -2.8500 -2.3990 -4.9776
H -1.6171 0.6213 -6.8312
H 0.1051 0.3518 -6.4809
H -0.9893 0.8774 -5.1868
H -1.7557 -1.7112 -7.7376
H -1.2205 -3.1035 -6.7881
H -0.0338 -1.9366 -7.4146
H 0.8348 -3.1671 -5.8189
H 2.0564 -3.5775 -3.4403
H 0.2702 -1.4485 -0.6439
H 2.9937 -0.8119 -2.8123
H 4.9446 0.3592 -1.3670
H 3.1890 1.3310 1.6007
H 4.2266 1.1841 3.0384
H 2.9970 -0.0459 2.6821
H 5.3378 1.6652 0.3407
H 6.5375 0.3517 0.2523
H 6.3280 1.2705 1.7489
H 4.7750 -1.9132 2.6543
H 5.9686 -0.6807 3.1133
H 6.2421 -1.7012 1.6823
H 2.7292 -4.4510 -0.8810
H 1.5053 -6.5762 0.2716
H 0.2425 -7.1034 2.0635
H -0.1773 -8.0204 0.5958
H -1.3092 -7.9424 1.9519
H -0.9483 -4.9060 2.5774
H -2.4294 -5.8879 2.6181
H -2.3432 -4.4270 1.6250
H -1.9971 -7.2059 -0.9154
H -2.8986 -5.7293 -0.5275
H -3.1128 -7.1824 0.4696
N 0.8796 1.4221 -0.2137
C 0.1241 1.8416 0.7424
H 0.8734 0.4073 -0.2995
Cl -4.3085 -0.1743 -0.4734
C -3.3343 3.7615 0.2773
C -3.1389 3.2145 -1.1384
C -2.0720 3.9176 -1.9837
C -0.6180 3.6366 -1.6025
N -0.2442 4.0785 -0.2693
C -0.1284 3.2445 0.8408
Se -0.8338 0.6858 2.0169
N -0.1004 4.0846 1.9569
C 0.1256 3.6990 3.3372
C -1.1327 3.7267 4.1979
C -0.8080 3.4329 5.6647
C -0.3721 1.9886 5.9119
C -0.1951 5.3898 1.5462
C -0.1830 6.5747 2.2622
C -0.2749 7.7713 1.5359
C -0.3844 7.7680 0.1571
C -0.3938 6.5683 -0.5708
C -0.2951 5.3859 0.1427
H -4.2999 3.4377 0.6678
H -3.3034 4.8560 0.2920
H -2.5774 3.3807 0.9631
H -4.0871 3.3089 -1.6755
H -2.9172 2.1449 -1.0832
H -2.2622 4.9969 -1.9762
H -2.1793 3.5702 -3.0160
H 0.0437 4.1453 -2.3113
H -0.4184 2.5693 -1.6650
H 0.8734 4.3855 3.7525
H 0.5354 2.6911 3.3335
H -1.8243 2.9713 3.8186
H -1.6111 4.7080 4.1120
H -1.6983 3.6436 6.2630
H -0.0211 4.1198 6.0046
H -1.0959 1.2878 5.5009
H -0.2758 1.7937 6.9822
H 0.5915 1.7730 5.4443
H -0.1052 6.5794 3.3414
H -0.2669 8.7147 2.0684
H -0.4686 8.7078 -0.3752
H -0.4796 6.5717 -1.6489
F -3.0861 -0.5318 4.4072
B -3.0102 -1.9090 4.1276
F -4.1466 -2.5626 4.6436
F -1.8499 -2.4586 4.6948
F -2.9801 -2.0885 2.7150

Computed properties:
E_tot: -6596.2152 Ha
spin multiplicity: 2
gap between HOMO and LUMO (spin up / spin down): 4.415 / 6.351 eV
expectation value of S²: 0.77
total charge: -2

Mulliken population analysis, charges in e, atoms 1 to 2: 1.635 -1.503

=====

It is found that the relative energy (zero: lowest compared OMol25 entry of this formula, charge and spin) values, taken in the order of the records, are 7.0 4.1 kcal per mole.